# 1
{"formula": "C8H10O2", "method": "wB97M-V/def2-TZVPD", "energy_ha": -461.2129, "smiles": "COc1ccccc1OC", "charge": 0, "e_homo_ha": -0.33196, "lumo_energy_ev": 0.913, "elements": ["C", "O", "C", "C", "C", "C", "C", "C", "O", "C", "H", "H", "H", "H", "H", "H", "H", "H", "H", "H"], "coordinates": [[-0.968, -1.332, 1.913], [0.049, -1.556, 0.941], [-0.221, -0.651, -0.094], [-0.604, -1.068, -1.399], [-0.781, -0.202, -2.470], [-0.347, 1.103, -2.274], [0.010, 1.483, -0.983], [0.184, 0.626, 0.069], [0.618, 1.234, 1.220], [1.799, 0.552, 1.798], [-1.261, -0.073, 2.079], [-0.555, -1.745, 2.924], [-1.959, -1.836, 1.470], [-1.073, -2.040, -1.525], [-1.043, -0.491, -3.522], [-0.344, 2.023, -3.017], [0.234, 2.539, -0.787], [1.502, -0.556, 2.021], [2.579, 0.541, 1.038], [2.147, 1.143, 2.667]], "atomic_forces_ev_per_a": [[-1.985, 1.325, 1.171], [-1.392, 0.783, -0.518], [1.279, -2.354, -1.458], [-1.666, -0.532, 0.721], [1.188, 0.444, -1.219], [-0.362, 2.801, -0.131], [0.416, 1.616, -1.336], [-0.166, 2.158, 0.448], [1.145, -1.142, 0.819], [-1.230, -1.148, 0.014], [1.094, -3.775, -0.475], [-1.220, 0.572, -1.875], [1.978, 0.934, 1.589], [0.639, -0.299, 0.242], [-0.027, -0.191, 1.430], [-0.250, -2.543, 1.137], [0.089, -0.446, -0.108], [0.860, 2.258, 0.004], [0.102, 0.008, -0.002], [-0.492, -0.472, -0.453]]}

***

# 2
{"formula": "C3H12N2S", "method": "wB97M-V/def2-TZVPD", "energy_ha": -629.1069, "smiles": "CSC.NCN", "charge": 0, "e_homo_ha": -0.30399, "lumo_energy_ev": 0.929, "elements": ["C", "S", "C", "H", "H", "H", "H", "H", "H", "N", "C", "N", "H", "H", "H", "H", "H", "H"], "coordinates": [[-0.626, 0.440, 2.493], [-0.939, -0.930, 1.324], [0.693, -1.937, 1.662], [-0.686, -0.096, 3.423], [0.232, 1.117, 2.317], [-1.547, 0.922, 2.435], [1.487, -1.389, 1.199], [0.496, -2.755, 0.977], [0.608, -2.329, 2.634], [1.615, 0.848, -1.591], [0.780, 1.050, -2.759], [-0.674, 1.372, -2.453], [1.375, -0.093, -1.271], [1.878, 1.774, -1.231], [0.796, 0.082, -3.275], [1.095, 1.796, -3.601], [-1.301, 0.934, -3.092], [-1.074, 2.060, -1.767]], "atomic_forces_ev_per_a": [[0.397, -1.419, -0.508], [2.257, -0.434, 0.200], [-3.319, 0.537, -2.655], [0.767, 0.401, 0.810], [-0.441, -0.671, 0.090], [-1.391, 1.526, -0.061], [0.796, 0.384, 0.824], [0.168, -0.425, -0.032], [0.791, 0.078, 1.332], [-0.349, 1.195, -2.866], [-1.369, 0.951, -0.903], [0.747, 0.006, 0.642], [0.563, 1.433, 1.365], [-0.173, -1.767, 1.148], [-0.508, 0.179, -0.066], [0.374, -0.930, 1.995], [-0.530, 0.126, 0.008], [1.219, -1.170, -1.324]]}

***

# 3
{"formula": "C2H5NO2S", "method": "wB97M-V/def2-TZVPD", "energy_ha": -682.5591, "charge": 0, "e_homo_ha": -0.36051, "lumo_energy_ev": 0.603, "elements": ["C", "C", "N", "O", "O", "S", "H", "H", "H", "H", "H"], "coordinates": [[1.627, -0.927, 1.543], [-0.978, 0.484, -0.892], [2.450, -0.182, 1.999], [-0.264, 0.288, 1.658], [1.184, -1.898, 1.067], [-1.394, -0.097, 0.810], [-0.895, -1.316, 0.474], [-1.632, 0.190, -1.574], [-0.770, 1.553, -0.854], [0.015, 0.217, -1.036], [2.354, 0.813, 2.397]], "atomic_forces_ev_per_a": [[0.724, -0.700, -0.068], [2.121, 2.395, 4.110], [0.646, 3.371, 1.507], [0.849, 1.756, 1.563], [-0.838, -0.253, -0.360], [-0.167, -0.868, -1.803], [-0.873, -0.594, -0.270], [-2.826, -1.246, -3.071], [-1.140, 0.394, 0.125], [1.693, -1.572, -0.588], [-0.191, -2.684, -1.143]]}

***

# 4
{"formula": "C3H2ClF3", "method": "wB97M-V/def2-TZVPD", "energy_ha": -875.1818, "smiles": "FC/C(F)=C(/F)Cl", "charge": 0, "e_homo_ha": -0.32776, "lumo_energy_ev": 0.042, "elements": ["F", "C", "C", "F", "C", "F", "Cl", "H", "H"], "coordinates": [[2.039, 0.851, 0.016], [1.056, 0.164, -0.602], [0.089, -0.511, 0.314], [0.293, -1.748, 0.791], [-1.407, 0.080, 0.447], [-2.291, -0.552, 1.224], [-1.823, 1.582, -0.152], [1.616, -0.728, -1.040], [0.428, 0.862, -0.997]], "atomic_forces_ev_per_a": [[1.239, 1.012, 1.228], [0.969, -4.384, 2.049], [-7.290, 2.559, 1.016], [0.022, 0.688, -0.136], [7.264, -3.895, 0.337], [0.426, 0.484, -0.695], [-0.424, 0.472, -0.061], [-1.091, 1.454, -0.929], [-1.116, 1.609, -2.810]]}